*one*
Molecular formula: C43H51BiBr2I2N7O5Si
Method: DFT, ωB97M-V with the def2-TZVPD basis set

**HOMO**: -4.42 eV
**LUMO level**: 2.1 eV
**Orbital gap**: 6.5 eV

```
! wB97M-V def2-TZVPD RIJCOSX def2/J DEFGRID3
* xyz -1 1
Bi -0.1449 -0.4220 0.1057
I -7.7953 2.1677 2.3605
C -6.0702 1.6837 1.2809
C -6.1295 0.7403 0.2646
C -4.9735 0.4067 -0.4105
I -5.0234 -1.0642 -1.8929
C -3.6920 0.9720 -0.1268
O -2.6419 0.6524 -0.7585
C -3.6906 1.9121 0.9586
C -2.3704 2.4672 1.4066
N -1.5338 1.4545 2.0913
C -2.1833 0.9549 3.2928
C -3.1623 -0.1550 2.9655
C -4.3672 -0.2480 3.6563
C -5.3145 -1.1633 3.2404
C -5.0328 -1.9562 2.1383
C -3.7904 -1.8308 1.5459
N -2.8562 -0.9757 1.9646
C -4.8531 2.2605 1.6186
H -7.0657 0.2636 0.0063
H -2.5539 3.3133 2.0847
H -1.8042 2.8278 0.5529
H -0.6504 1.8909 2.3251
H -2.7568 1.7477 3.7957
H -1.4307 0.6078 4.0051
H -4.5768 0.4419 4.4643
H -6.2739 -1.2251 3.7386
H -5.7606 -2.6426 1.7277
H -3.5383 -2.4289 0.6783
H -4.8014 2.9756 2.4331
Br -0.2799 -3.3764 -4.3130
C -0.5397 -4.1144 -2.5920
C -0.8820 -5.4651 -2.4763
C -1.0584 -6.0364 -1.2487
Br -1.5179 -7.8788 -1.1488
C -0.8978 -5.2740 -0.0684
C -1.0474 -5.7758 1.2423
C -0.8686 -4.9439 2.3095
C -0.5429 -3.5984 2.0788
N -0.3916 -3.0960 0.8774
C -0.5604 -3.9045 -0.1982
C -0.3678 -3.2812 -1.4896
O -0.0286 -2.0505 -1.5858
H -1.0024 -6.0560 -3.3737
H -1.3030 -6.8172 1.3841
H -0.9773 -5.2998 3.3249
H -0.4183 -2.9181 2.9097
C 3.6914 2.3627 -5.3212
C 2.1890 2.4272 -5.5787
C 1.5328 3.5193 -4.7432
C 1.5061 1.0735 -5.3655
N 1.6496 0.5534 -4.0145
C 0.8356 0.6778 -2.9671
N 1.4028 0.0806 -1.9458
N 2.5728 -0.4113 -2.3884
N 2.7377 -0.1277 -3.6241
H 4.1597 3.3043 -5.6115
H 4.1651 1.5540 -5.8804
H 3.8999 2.1997 -4.2629
H 2.0281 2.6507 -6.6393
H 1.6036 3.2984 -3.6757
H 0.4774 3.6481 -4.9886
H 2.0332 4.4765 -4.8967
H 1.9114 0.3179 -6.0374
H 0.4345 1.1599 -5.5480
H -0.1211 1.1757 -2.9800
C 3.6003 0.4574 0.5662
Si 2.4262 -0.7984 1.3354
C 3.2845 -2.5194 1.0801
C 4.7989 -2.3936 1.3185
C 3.0824 -2.9617 -0.3752
C 2.7691 -3.6307 1.9995
C 2.2865 -0.3095 3.1975
C 3.5766 -0.5737 3.9808
C 2.0181 1.2004 3.2279
C 1.1303 -1.0206 3.9003
H 4.4133 0.6969 1.2594
H 3.0851 1.3814 0.3019
H 4.0403 0.0461 -0.3440
H 5.2422 -1.5660 0.7647
H 5.2893 -3.3152 0.9812
H 5.0405 -2.2634 2.3745
H 3.6357 -2.3250 -1.0672
H 2.0380 -2.9256 -0.6820
H 3.4393 -3.9916 -0.5001
H 2.8467 -3.3720 3.0574
H 3.3667 -4.5371 1.8409
H 1.7337 -3.8887 1.7857
H 4.4469 -0.1239 3.4976
H 3.7728 -1.6399 4.1034
H 3.4950 -0.1368 4.9842
H 2.8361 1.7742 2.7923
H 1.8746 1.5378 4.2622
H 1.1220 1.4532 2.6593
H 1.2825 -2.1009 3.9418
H 0.1807 -0.8346 3.3902
H 1.0297 -0.6608 4.9327
O -1.7234 2.9521 -2.1661
C -0.9486 4.0485 -2.0349
C -1.3236 5.1563 -2.8014
C -0.6079 6.3345 -2.7351
C 0.5009 6.4402 -1.8994
C 0.8821 5.3410 -1.1537
C 0.1849 4.1350 -1.2090
C 0.7286 2.9643 -0.4201
O 1.7916 3.0779 0.1819
O -0.0142 1.9151 -0.4508
H -1.5347 2.3137 -1.4390
H -2.1983 5.0613 -3.4324
H -0.9221 7.1824 -3.3323
H 1.0583 7.3659 -1.8389
H 1.7542 5.3701 -0.5132
*
```

Atomic partial charges in e from the Löwdin method, atoms 1 to 5: 1.8246 0.7697 -0.7674 -0.2591 -0.6434

=====

*two*
Molecular formula: C43H51BiBr2I2N7O5Si
Method: DFT, ωB97M-V with the def2-TZVPD basis set

**HOMO**: -4.38 eV
**LUMO level**: 1.9 eV
**Orbital gap**: 6.2 eV

```
! wB97M-V def2-TZVPD RIJCOSX def2/J DEFGRID3
* xyz -1 1
Bi 0.0329 0.5166 0.0250
I 1.0533 -7.7082 0.4422
C 0.3581 -5.7835 0.0069
C 0.2982 -5.3485 -1.3093
C -0.1436 -4.0678 -1.5732
I -0.1771 -3.3714 -3.5428
C -0.5507 -3.1403 -0.5655
O -0.9200 -1.9574 -0.8272
C -0.4487 -3.6426 0.7782
C -0.8199 -2.7255 1.9113
N 0.1608 -1.6206 2.1269
C 1.4854 -2.1585 2.4240
C 2.3062 -2.3991 1.1713
C 3.2811 -3.3943 1.1609
C 3.8913 -3.7258 -0.0325
C 3.5044 -3.0604 -1.1873
C 2.5746 -2.0468 -1.0721
N 2.0120 -1.6934 0.0853
C -0.0196 -4.9304 1.0365
H 0.6018 -5.9964 -2.1207
H -0.8991 -3.3215 2.8319
H -1.7753 -2.2557 1.7151
H -0.1745 -1.0706 2.9116
H 1.3946 -3.1369 2.9174
H 2.0255 -1.5120 3.1198
H 3.4998 -3.9392 2.0708
H 4.6269 -4.5194 -0.0713
H 3.9029 -3.3230 -2.1575
H 2.2455 -1.5010 -1.9488
H 0.0320 -5.2717 2.0654
Br -1.2549 2.6018 -4.7055
C 0.5120 2.1886 -4.1801
C 1.5548 2.3661 -5.0965
C 2.8479 2.1041 -4.7436
Br 4.2250 2.3703 -6.0255
C 3.1611 1.6437 -3.4432
C 4.4612 1.3572 -2.9748
C 4.6378 0.9191 -1.6937
C 3.5158 0.7501 -0.8676
N 2.2937 1.0033 -1.2689
C 2.0954 1.4550 -2.5323
C 0.7239 1.7369 -2.8823
O -0.2097 1.6001 -2.0134
H 1.3243 2.7206 -6.0915
H 5.3043 1.4908 -3.6389
H 5.6217 0.6938 -1.3059
H 3.6322 0.3893 0.1456
C -5.9471 4.3412 0.4947
C -6.2106 3.0910 -0.3384
C -6.2943 1.8490 0.5465
C -5.1784 2.8979 -1.4546
N -3.8196 2.8030 -0.9500
C -3.1071 1.7160 -0.6767
N -1.9603 2.0999 -0.1748
N -1.9621 3.4423 -0.2016
N -3.0773 3.8818 -0.6500
H -6.7743 4.5049 1.1868
H -5.8362 5.2296 -0.1296
H -5.0360 4.2313 1.0843
H -7.1624 3.2202 -0.8663
H -5.3258 1.6154 0.9943
H -6.6377 0.9764 -0.0132
H -6.9885 2.0128 1.3715
H -5.2025 3.7087 -2.1815
H -5.3731 1.9610 -1.9778
H -3.4345 0.6995 -0.8034
C -0.5264 3.2768 2.6705
Si 0.9965 2.6388 1.7520
C 1.7997 4.1701 0.8634
C 1.6804 5.4273 1.7415
C 1.0623 4.4679 -0.4498
C 3.2823 3.9724 0.5238
C 2.1457 1.9651 3.1664
C 2.7594 3.0927 4.0061
C 1.2742 1.1291 4.1133
C 3.2755 1.0682 2.6564
H -0.2512 3.6763 3.6520
H -1.2825 2.5002 2.8097
H -1.0045 4.0742 2.1026
H 0.6697 5.5655 2.1278
H 1.9230 6.3091 1.1355
H 2.3679 5.4148 2.5872
H 0.0798 4.9030 -0.2660
H 0.9042 3.5759 -1.0547
H 1.6488 5.1821 -1.0410
H 3.8925 3.7129 1.3893
H 3.6829 4.9069 0.1113
H 3.4224 3.2036 -0.2357
H 2.0015 3.7899 4.3692
H 3.5077 3.6638 3.4569
H 3.2567 2.6618 4.8846
H 0.4709 1.7131 4.5611
H 1.8897 0.7240 4.9264
H 0.8166 0.2838 3.5933
H 3.9615 1.5994 1.9944
H 2.8796 0.2078 2.1102
H 3.8633 0.6812 3.4991
O -3.9240 -2.0705 0.3242
C -4.5776 -1.8367 1.4762
C -5.6632 -2.6669 1.7720
C -6.3910 -2.4830 2.9311
C -6.0618 -1.4645 3.8213
C -4.9966 -0.6339 3.5232
C -4.2389 -0.8005 2.3673
C -3.1020 0.1610 2.0923
O -3.0473 1.2185 2.7237
O -2.2912 -0.2035 1.1669
H -3.1136 -1.4954 0.3202
H -5.9056 -3.4556 1.0712
H -7.2240 -3.1424 3.1453
H -6.6331 -1.3222 4.7296
H -4.7197 0.1841 4.1767
*
```

Atomic partial charges in e from the Löwdin method, atoms 1 to 5: 1.8333 0.7621 -0.7678 -0.2591 -0.6463

=====

Which is most stable? The ranking, best first, is *one*, *two*.